No. 1
DFT (ωB97M-V/def2-TZVPD) results for a molecular structure, C30H43IMgN6O2S3Si.

For the relative energy (zero: lowest compared OMol25 entry of this formula, charge and spin), the calculation gives 0.86 kcal per mole. As for the net charge: 0. Its spin multiplicity is 1. The calculation puts the highest occupied orbital energy at -7.764 eV. As for the LUMO energy: 0.0 eV.

Last column: Mulliken charge in e.
Positions of all 87 atoms, in Å:
Mg -0.413 -0.861 -0.505  0.51
C -2.545 -4.513 1.377  -1.07
C -2.804 -3.214 2.075  1.10
N -3.500 -3.212 3.181  -0.69
C -3.764 -2.033 3.789  -1.00
C -3.381 -0.819 3.284  1.08
C -3.773 0.434 4.020  -1.02
O -4.696 1.245 3.297  -0.53
C -2.627 -0.787 2.080  -0.03
C -2.285 0.489 1.499  -0.86
N -1.571 0.668 0.442  0.21
C -1.318 2.000 0.031  -0.30
C -0.839 2.953 0.925  0.37
C -0.533 4.234 0.494  -0.96
C -0.699 4.579 -0.838  -0.67
C -1.170 3.638 -1.741  -0.40
C -1.470 2.360 -1.305  0.00
I -2.148 0.937 -2.670  0.16
C -2.270 -2.014 1.478  0.05
O -1.504 -2.137 0.453  -0.32
H -2.984 -5.326 1.949  0.35
H -1.475 -4.681 1.245  0.10
H -2.968 -4.493 0.371  0.34
H -4.324 -2.090 4.716  0.34
H -2.908 1.076 4.205  0.33
H -4.185 0.157 4.995  0.37
H -5.420 0.679 3.005  0.37
H -2.703 1.369 1.988  0.86
H -0.666 2.661 1.953  0.38
H -0.152 4.960 1.200  0.39
H -0.454 5.576 -1.181  0.43
H -1.298 3.896 -2.784  0.40
C 0.577 -1.776 5.070  -0.38
C 1.075 -0.392 4.672  -1.08
S 0.750 0.074 2.947  0.36
C 2.386 0.097 2.182  -0.41
C 2.984 -1.249 1.784  -1.27
S 1.934 -2.240 0.682  0.52
C 1.505 -3.716 1.640  -1.11
C 0.594 -3.522 2.845  0.62
S 1.517 -3.154 4.372  -0.21
H -0.476 -1.904 4.814  0.04
H 0.658 -1.882 6.154  0.49
H 2.146 -0.302 4.856  0.37
H 0.573 0.354 5.292  0.50
H 3.078 0.623 2.843  0.71
H 2.249 0.706 1.288  -0.38
H 3.214 -1.856 2.657  0.47
H 3.913 -1.057 1.244  0.49
H 2.419 -4.249 1.912  0.58
H 0.984 -4.329 0.899  0.30
H 0.026 -4.437 3.016  0.67
H -0.106 -2.712 2.661  -1.11
C 4.405 -2.412 -2.767  -1.19
C 3.930 -3.759 -3.312  0.87
C 3.750 -4.773 -2.185  -1.30
C 2.656 -3.631 -4.158  -1.24
N 1.489 -3.261 -3.366  0.76
C 1.162 -2.100 -2.814  -0.80
N 0.095 -2.292 -2.071  0.14
N -0.224 -3.599 -2.181  -0.32
N 0.604 -4.188 -2.954  -0.66
H 5.378 -2.523 -2.288  0.51
H 3.719 -2.029 -2.008  0.05
H 4.503 -1.669 -3.562  0.29
H 4.687 -4.140 -4.006  0.35
H 3.041 -4.402 -1.441  0.03
H 4.699 -4.938 -1.674  0.46
H 3.389 -5.732 -2.558  0.40
H 2.404 -4.582 -4.621  0.39
H 2.783 -2.884 -4.942  0.44
H 1.679 -1.159 -2.915  0.68
C 3.015 3.991 -1.567  -0.94
Si 3.559 2.220 -1.810  -0.27
C 4.109 1.963 -3.582  -0.83
C 4.981 1.825 -0.659  -0.91
C 2.172 1.102 -1.429  -0.31
C 1.211 0.423 -1.086  0.40
H 3.829 4.690 -1.772  0.38
H 2.674 4.148 -0.542  0.25
H 2.182 4.229 -2.232  0.26
H 4.930 2.631 -3.850  0.36
H 3.283 2.148 -4.271  0.29
H 4.450 0.936 -3.730  0.12
H 5.825 2.499 -0.821  0.36
H 5.331 0.802 -0.818  0.25
H 4.673 1.915 0.386  0.28

---

No. 2
DFT (ωB97M-V/def2-TZVPD) results for 2 unconnected molecules or ions with the total composition C30H43Si3 in a non-equilibrium geometry.

For the relative energy (zero: lowest compared OMol25 entry of this formula, charge and spin), the calculation gives 9.80 kcal per mole. As for the net charge: +1. Its spin multiplicity is 1. The calculation puts the highest occupied orbital energy at -11.797 eV. As for the LUMO energy: -5.5 eV.

Last column: Mulliken charge in e.
Positions of all 76 atoms, in Å:
C 10.455 4.813 5.233  -1.47
Si 10.319 3.060 5.970  0.12
C 9.626 3.491 7.675  -1.38
H 9.337 2.109 5.186  0.08
C 12.090 2.504 6.176  0.53
Si 13.128 2.582 4.620  0.18
C 12.147 1.764 3.244  -0.97
C 13.603 4.334 4.101  -1.22
C 14.815 1.767 4.770  -1.19
Si 12.111 0.904 7.133  0.00
C 10.937 -0.301 6.291  -0.87
C 13.810 0.117 7.280  -1.14
C 11.618 1.162 8.934  -1.14
H 11.439 5.222 5.515  0.34
H 10.374 4.843 4.134  0.35
H 9.672 5.460 5.672  0.50
H 10.453 3.612 8.397  0.34
H 9.071 4.446 7.608  0.41
H 8.957 2.715 8.073  0.32
H 12.516 3.262 6.841  0.37
H 12.625 2.015 2.284  0.51
H 12.137 0.670 3.347  0.25
H 11.102 2.102 3.197  0.20
H 14.513 4.279 3.484  0.40
H 12.827 4.835 3.508  0.33
H 13.839 4.974 4.963  0.37
H 15.469 2.190 3.991  0.37
H 15.286 1.971 5.740  0.32
H 14.776 0.680 4.628  0.32
H 10.752 -1.134 6.987  0.49
H 9.961 0.127 6.025  0.15
H 11.368 -0.714 5.368  0.24
H 13.803 -0.542 8.162  0.39
H 14.072 -0.489 6.403  0.31
H 14.599 0.863 7.432  0.31
H 12.031 0.335 9.530  0.40
H 12.036 2.094 9.340  0.34
H 10.532 1.180 9.087  0.33
C 0.831 1.092 5.276  -0.36
C 1.475 0.101 4.518  -0.72
C 2.841 0.221 4.203  -0.40
C 3.595 1.360 4.572  0.11
C 5.001 1.529 4.226  0.43
C 5.861 0.405 4.160  -0.61
C 7.197 0.285 3.798  0.27
C 7.742 -0.977 3.326  0.26
C 8.998 -1.053 2.660  -0.09
C 9.481 -2.269 2.178  -0.67
C 8.774 -3.462 2.366  -0.43
C 7.513 -3.401 2.975  -0.67
C 7.021 -2.195 3.473  -0.39
C 5.522 2.865 4.022  0.06
C 6.827 3.215 4.432  -0.31
C 7.404 4.388 3.983  -0.18
C 6.625 5.369 3.353  -0.65
C 5.256 5.130 3.163  -0.80
C 4.712 3.896 3.484  -0.59
C 2.923 2.322 5.360  -0.11
C 1.577 2.195 5.705  -0.75
H -0.233 0.994 5.543  0.38
H 0.897 -0.760 4.160  0.38
H 3.316 -0.540 3.588  0.48
H 5.331 -0.523 4.360  0.46
H 7.853 1.150 3.739  0.30
H 9.568 -0.126 2.502  0.31
H 10.430 -2.293 1.646  0.40
H 9.153 -4.412 2.009  0.42
H 6.892 -4.278 3.086  0.40
H 6.055 -2.203 3.983  0.35
H 7.369 2.556 5.123  1.18
H 8.471 4.533 4.120  0.02
H 7.057 6.314 3.036  0.46
H 4.628 5.899 2.719  0.41
H 3.650 3.707 3.295  0.55
H 3.463 3.214 5.665  0.52
H 1.098 2.981 6.295  0.39

---

No. 3
DFT (ωB97M-V/def2-TZVPD) results for a molecular structure, C30H44BCsF5N2P2S.

As for the net charge: -1. Its spin multiplicity is 1. The calculation puts the highest occupied orbital energy at -2.979 eV. As for the LUMO energy: 2.0 eV.

Last column: Mulliken charge in e.
Positions of all 86 atoms, in Å:
Cs -1.696 0.799 -0.963  1.62
C -0.810 2.864 3.053  -1.95
C 0.154 3.843 2.359  1.91
C -0.653 5.096 2.014  -2.13
C 1.269 4.217 3.337  -1.77
P 0.623 2.949 0.750  0.16
C 1.943 1.826 1.433  -1.38
N 2.106 0.624 0.655  1.62
B 1.353 0.179 -0.530  -1.75
N 1.959 -1.156 -0.725  0.37
C 1.652 -2.089 -1.778  -0.62
P -0.190 -2.269 -2.042  -0.08
C -0.621 -3.673 -0.854  2.26
C -0.126 -3.209 0.523  -2.03
C -0.042 -5.053 -1.152  -1.88
C -2.149 -3.759 -0.777  -1.95
C -0.185 -2.938 -3.815  1.71
C 0.912 -3.937 -4.189  -1.79
C -0.015 -1.677 -4.678  -1.77
C -1.550 -3.538 -4.144  -2.12
C 2.937 -1.427 0.208  0.53
C 3.748 -2.529 0.409  -0.64
C 4.627 -2.527 1.492  -0.86
C 4.695 -1.442 2.353  -0.85
C 3.886 -0.323 2.151  -0.76
C 3.017 -0.321 1.079  0.44
C 1.633 4.181 -0.275  1.91
C 2.544 3.378 -1.213  -2.03
C 2.504 5.161 0.509  -1.94
C 0.639 4.961 -1.143  -1.79
H -1.168 3.297 3.990  0.50
H -0.336 1.912 3.288  0.31
H -1.678 2.660 2.425  0.42
H -1.136 5.482 2.915  0.53
H -1.434 4.865 1.289  0.42
H -0.027 5.890 1.611  0.32
H 0.819 4.646 4.237  0.54
H 1.955 4.958 2.926  0.28
H 1.850 3.351 3.647  0.29
H 1.643 1.562 2.459  0.93
H 2.896 2.375 1.517  0.55
H 2.079 -3.077 -1.561  -0.09
H 2.085 -1.749 -2.731  0.35
H 0.957 -3.227 0.597  0.33
H -0.526 -3.874 1.291  0.62
H -0.459 -2.195 0.745  0.29
H 1.041 -5.025 -1.255  0.32
H -0.468 -5.492 -2.054  0.30
H -0.274 -5.723 -0.320  0.49
H -2.578 -2.791 -0.517  0.40
H -2.436 -4.470 0.001  0.50
H -2.599 -4.086 -1.710  0.31
H 1.905 -3.515 -4.054  0.30
H 0.809 -4.199 -5.245  0.55
H 0.851 -4.858 -3.613  0.26
H 0.907 -1.143 -4.444  0.32
H -0.847 -0.990 -4.523  0.35
H 0.009 -1.952 -5.735  0.49
H -1.701 -4.501 -3.659  0.31
H -1.632 -3.697 -5.222  0.53
H -2.354 -2.866 -3.841  0.42
H 3.713 -3.386 -0.252  0.37
H 5.262 -3.387 1.660  0.37
H 5.381 -1.460 3.189  0.37
H 3.942 0.520 2.827  0.45
H 3.329 2.861 -0.663  0.34
H 3.020 4.062 -1.920  0.59
H 1.983 2.624 -1.764  0.31
H 3.193 4.644 1.177  0.31
H 1.912 5.865 1.095  0.34
H 3.104 5.742 -0.196  0.53
H 0.046 4.279 -1.752  0.37
H 1.181 5.632 -1.814  0.46
H -0.042 5.563 -0.546  0.33
F -6.309 -1.521 4.280  -0.32
C -6.009 -0.920 3.116  0.51
C -4.704 -0.839 2.670  0.03
F -3.715 -1.368 3.410  -0.32
C -4.414 -0.218 1.470  -0.15
F -3.103 -0.190 1.123  -0.25
C -5.378 0.360 0.630  0.33
S -5.018 1.127 -0.862  -0.65
C -6.693 0.252 1.130  0.21
F -7.712 0.765 0.424  -0.36
C -7.005 -0.362 2.324  0.24
F -8.281 -0.430 2.739  -0.32

---

How do the records compare in orbital gap? In the order shown, they have 7.8; 6.3; 5.0 eV.
How do the records compare in electronic energy? In the order shown, they have -98774.8961; -55435.8466; -79031.1148 eV.